DFT (ωB97M-V/def2-TZVPD) results for a molecular structure, C17H12LiN3O3SSe2.

Each line ends with the Mulliken charge.
Geometry (Å):
Se: -0.09 1.94 3.87  -0.050
Se: 1.48 0.52 3.02  -0.039
S: 1.54 -2.06 -0.60  1.074
O: -1.63 -0.26 -0.76  -0.886
O: 1.56 -3.46 -0.28  -0.696
O: 2.72 -1.30 -0.28  -0.578
N: -1.82 0.09 2.64  -0.306
N: 0.20 -1.33 -0.02  -0.606
N: 0.71 1.61 0.59  -0.243
C: -0.10 -1.21 -2.37  0.100
C: 1.82 -2.15 -3.48  -0.598
C: -3.94 0.47 4.38  -0.205
C: -1.73 0.96 3.64  0.425
C: -2.76 1.18 4.54  -0.701
C: -2.94 -0.62 2.51  -0.118
C: 3.26 2.20 -0.33  -0.217
C: -0.59 -0.90 -1.00  1.071
C: -4.03 -0.46 3.35  -0.750
C: 0.90 2.13 -0.63  -0.388
C: 3.07 1.68 0.94  -0.589
C: 1.78 1.38 1.33  0.428
C: 1.14 -1.83 -2.33  -0.059
C: 1.22 -1.85 -4.70  -0.415
C: -0.71 -0.93 -3.58  -0.550
C: 2.15 2.42 -1.13  -0.579
C: -0.04 -1.26 -4.75  -0.531
Li: -0.67 0.09 0.91  1.077
H: -2.63 1.89 5.35  0.355
H: 2.80 -2.62 -3.44  0.451
H: -0.50 -1.06 -5.71  0.390
H: 1.74 -2.08 -5.62  0.394
H: 4.26 2.39 -0.69  0.398
H: 2.26 2.82 -2.13  0.432
H: -4.77 0.62 5.06  0.392
H: 3.90 1.48 1.61  0.379
H: -4.92 -1.05 3.21  0.382
H: -2.95 -1.32 1.69  0.447
H: -0.01 2.33 -1.20  0.413
H: -1.69 -0.46 -3.60  0.497

electronic energy	-170171.791	eV
HOMO level	-8.80	eV
gap between HOMO and LUMO	8.62	eV
M	503.23	Da